Entry 1:
14
Properties=species:S:1:pos:R:3:forces:R:3 method="wB97M-V/def2-TZVPD" homo_ev=-8.87 relative_energy_kj_mol=609.89 energy_ha=-452.9687 molar_mass_g_mol=118.09 homo_lumo_gap_ev=8.679 total_charge=0 largest_force_ev_per_a=4.3 smiles="C=C(N)[N+](=O)[O-].C=O"
C -0.79775 1.60445 -0.71766 0.8561 2.9649 2.1459
C -0.84404 0.50405 0.01598 -0.3063 2.1663 0.5374
N -1.17452 -0.72074 -0.38110 -0.2270 -4.2770 -0.7233
N -0.65014 0.63631 1.49759 1.3323 1.1975 -0.3801
O -0.52566 -0.37879 2.15860 -0.3888 0.1338 -0.2036
O -0.45408 1.77913 1.89943 -0.5370 -1.2392 0.1481
H -0.57133 2.70471 -0.46739 -0.4664 -2.2913 0.7556
H -0.85050 1.61218 -1.73085 -0.3970 -0.9644 -2.9688
H -0.78657 -1.54484 0.11235 -0.4358 1.3109 0.2711
H -1.14172 -1.00848 -1.36535 -0.1081 1.2011 0.4695
C 1.96468 -1.27787 -0.23714 -0.0499 -2.3844 -0.0107
O 1.60162 -0.20243 -0.55453 0.4990 1.5349 -0.2808
H 2.95429 -1.55392 0.19713 -0.2444 0.4514 -0.0342
H 1.27574 -2.15377 -0.42706 0.4731 0.1956 0.2740

---

Entry 2:
4
Properties=species:S:1:pos:R:3:forces:R:3 method="wB97M-V/def2-TZVPD" homo_ev=-9.36 relative_energy_kj_mol=54.68 energy_ha=-683.8271 molar_mass_g_mol=63.96 homo_lumo_gap_ev=8.357 total_charge=0 largest_force_ev_per_a=3.4
P -0.32779 1.07067 -0.30041 2.0364 -1.1515 -2.4415
P 0.14557 -0.81463 0.30677 1.4441 -0.7093 -1.4377
H -1.02445 1.22136 0.80477 -1.5662 0.2690 2.3074
H 1.20667 -1.47740 -0.81113 -1.9144 1.5917 1.5718

---

Entry 3:
29
Properties=species:S:1:pos:R:3:forces:R:3 method="wB97M-V/def2-TZVPD" spin_multiplicity=3 s_squared=2.003 homo_ev="-13.14 / -13.23" relative_energy_kj_mol=160.17 energy_ha=-2432.7073 molar_mass_g_mol=429.28 homo_lumo_gap_ev="9.391 / 9.495" total_charge=+1 largest_force_ev_per_a=7.4
Pr 0.17613 1.32906 -1.51453 2.2306 -6.0356 3.7488
C 0.76371 -2.40964 -0.68578 0.3501 0.3558 0.0817
C -0.64822 -2.34794 -0.13218 -0.2730 0.3035 -0.2923
S -1.63349 -0.91264 -0.74529 -0.0396 -0.5159 0.7616
C -2.34023 -0.25875 0.82339 0.1049 -0.1680 -0.3922
C -1.36758 0.16716 1.90992 0.2517 0.5083 -0.1567
S -0.17495 1.46799 1.36666 -0.0221 -0.7298 0.8346
C 1.47150 0.75212 1.80980 -0.3903 0.3383 -0.0537
C 1.81885 -0.65481 1.35845 0.1494 -0.0216 -0.5097
S 1.81386 -0.91182 -0.47474 -0.1977 -0.5374 0.5960
H 1.30095 -3.24177 -0.22763 -0.0468 -0.0160 -0.0885
H 0.76094 -2.57065 -1.76641 0.0093 -0.0245 0.0679
H -1.17474 -3.24872 -0.45153 0.0135 0.0143 0.1266
H -0.65447 -2.31725 0.95598 -0.0193 -0.0166 -0.0419
H -2.94772 0.58873 0.49236 -0.0175 -0.1331 0.0826
H -3.00150 -1.03137 1.22053 -0.0760 0.1267 -0.0464
H -1.95304 0.59873 2.72396 0.0991 -0.0971 0.0289
H -0.78830 -0.66191 2.31050 -0.0635 -0.0127 0.0145
H 2.16397 1.48253 1.38146 -0.0028 -0.0717 0.1368
H 1.55185 0.79611 2.89708 0.0729 0.0681 -0.0548
H 2.84645 -0.84786 1.67309 -0.1113 -0.0726 0.0688
H 1.18196 -1.41104 1.81410 0.0069 -0.0007 -0.0566
O 3.36348 2.35658 -2.07953 -1.9890 0.3252 -0.2457
N 2.15729 2.32902 -2.06856 4.1990 0.3512 -0.6348
O 1.57994 2.60705 -0.92264 3.2514 3.4541 1.9072
O -2.22602 2.78494 -3.66841 -0.4266 0.6364 -0.5194
N -1.58638 2.11337 -2.94395 -3.1159 1.3391 -2.6065
O -1.71421 2.15925 -1.69639 -3.4447 1.7086 1.5532
O -0.74000 1.29352 -3.35972 -0.5028 -1.0763 -4.3100